# 1
{"formula": "C28H29BCl2GeO6RuS", "method": "ωB97M-V/def2-TZVPD", "multiplicity": 2, "orbital_gap_ev": [5.10, 5.50], "charge": 1, "s_squared": 1.1022, "elements": ["Ru", "O", "S", "O", "O", "O", "Cl", "C", "Cl", "H", "H", "C", "Ge", "C", "C", "C", "C", "C", "C", "C", "C", "C", "C", "C", "C", "C", "C", "C", "C", "H", "H", "H", "H", "H", "H", "H", "H", "H", "H", "H", "H", "H", "H", "H", "C", "C", "C", "C", "C", "C", "C", "C", "O", "B", "O", "C", "C", "H", "H", "H", "H", "H", "H", "H", "H", "H", "H", "H", "H"], "positions_angstrom": [[0.5470, -1.7951, 2.2307], [-1.1082, -5.2018, 0.7800], [-0.5477, -4.0524, 1.3938], [-1.0434, -2.7072, 0.5987], [0.9187, -3.8489, 1.3067], [-0.9790, -3.6987, 2.7677], [1.6843, -3.1141, 4.2617], [2.7615, -1.8423, 4.8282], [2.4758, -0.3790, 3.8627], [3.7813, -2.1684, 4.6852], [2.5347, -1.6264, 5.8617], [-3.9920, -3.0166, 1.5410], [-2.5321, -1.8219, 1.3290], [-1.8537, -0.9717, 2.9206], [-2.2300, -1.4108, 4.1980], [-1.7871, -0.7353, 5.3152], [-0.9422, 0.3755, 5.1936], [-0.5500, 0.8050, 3.9480], [-0.9970, 0.1319, 2.7993], [-2.6650, -0.4678, -0.0434], [-1.8909, -0.5713, -1.2002], [-1.9313, 0.4172, -2.1875], [-2.7473, 1.5195, -2.0284], [-3.5489, 1.6677, -0.8728], [-4.3831, 2.7902, -0.7023], [-5.1527, 2.9358, 0.4355], [-5.1121, 1.9613, 1.4359], [-4.3051, 0.8490, 1.2891], [-3.5076, 0.6678, 0.1331], [-4.8318, -2.4914, 1.9956], [-3.6823, -3.8475, 2.1713], [-4.2890, -3.3899, 0.5617], [-2.8599, -2.2838, 4.3103], [-2.0970, -1.0706, 6.2978], [-0.6080, 0.9014, 6.0789], [0.0906, 1.6723, 3.8417], [-0.8071, 0.5707, 1.8282], [-1.2397, -1.4243, -1.3408], [-1.3186, 0.3186, -3.0755], [-2.7842, 2.2863, -2.7957], [-4.4136, 3.5459, -1.4788], [-5.7893, 3.8043, 0.5525], [-5.7161, 2.0768, 2.3287], [-4.2899, 0.1116, 2.0868], [5.5760, 1.0241, -3.8613], [4.1034, 1.1736, -4.2685], [3.9474, 2.5135, -4.9841], [3.7247, 0.0449, -5.2370], [3.2030, 1.0754, -3.0304], [2.2615, 2.0496, -2.7072], [1.4190, 1.9459, -1.5914], [1.5651, 0.8251, -0.8233], [0.8786, 0.4476, 0.3434], [1.4248, -0.7954, 0.6545], [2.4208, -1.1766, -0.1946], [2.4886, -0.1399, -1.1312], [3.3210, -0.0550, -2.2122], [6.2153, 1.1127, -4.7436], [5.7802, 0.0532, -3.4049], [5.8696, 1.8011, -3.1497], [4.6347, 2.5446, -5.8323], [4.1857, 3.3566, -4.3287], [2.9367, 2.6552, -5.3770], [4.3599, 0.0776, -6.1262], [2.6832, 0.1374, -5.5584], [3.8485, -0.9372, -4.7718], [2.1693, 2.9283, -3.3313], [0.6936, 2.7143, -1.3518], [4.0282, -0.8478, -2.4247]], "forces_ev_per_a": [[-1.0735, -0.9643, -0.6206], [0.3673, 0.4196, 0.2604], [-0.7159, 0.0551, -0.0282], [0.8547, 0.0660, 1.0140], [0.3688, 0.6571, 0.2050], [0.2781, -0.3522, -0.4148], [-0.1558, -0.0811, -0.0018], [0.0954, 0.0285, 0.0573], [-0.0769, -0.1348, -0.3587], [0.1279, 0.0447, -0.0166], [0.0079, 0.0777, 0.1151], [-0.0634, -0.3941, 0.1066], [-0.5098, 0.7099, -1.0383], [0.2352, -0.2154, 0.5261], [0.1382, 0.0522, -0.0582], [0.0365, 0.0762, 0.1573], [-0.0647, -0.0698, 0.1165], [0.1351, 0.0749, 0.0206], [0.2931, 0.0389, -0.0771], [0.5713, -0.0023, -0.8581], [-0.5007, -0.1924, 1.0394], [-0.4236, 0.8818, -0.2189], [0.4461, -0.5509, -0.1756], [0.1103, -0.0927, -0.0842], [-0.5171, 0.2887, 0.6028], [0.3240, 0.2538, -0.8523], [0.3976, -0.8204, 0.2460], [-0.4122, 0.5381, 0.1067], [0.0137, -0.0714, 0.1326], [-0.0086, -0.0289, -0.0045], [-0.1607, -0.0855, 0.0282], [-0.0224, -0.0048, 0.0454], [-0.0117, 0.0007, -0.0195], [0.0224, 0.0377, -0.0172], [-0.0282, -0.0182, -0.0056], [-0.0371, -0.0147, 0.0003], [-0.0414, 0.0507, -0.1068], [-0.0271, -0.0137, -0.0186], [-0.0309, -0.0045, 0.0337], [-0.0084, -0.0452, 0.0625], [0.0083, -0.0367, 0.0167], [0.0356, -0.0409, -0.0194], [0.0462, -0.0215, -0.0550], [-0.0150, -0.0138, -0.0335], [0.0546, -0.0179, 0.0667], [-0.0588, 0.0604, 0.1003], [-0.0429, 0.0847, -0.0886], [-0.0313, -0.0815, -0.0348], [0.2210, -0.1196, -0.1313], [-0.2276, 0.1163, 0.2131], [0.0303, 0.3056, -0.2669], [-0.4088, 0.0697, 0.5469], [0.3636, -0.2819, -0.2807], [-0.1529, 0.5070, 0.0061], [-0.1054, -0.0034, 0.0461], [0.3111, -0.5900, 0.0892], [0.0912, -0.0831, -0.1495], [-0.0508, -0.0098, 0.0539], [-0.0084, 0.0468, -0.0240], [-0.0346, -0.0448, -0.0530], [-0.0445, 0.0263, 0.0374], [0.0049, -0.0758, -0.0512], [0.0631, -0.0203, 0.0267], [-0.0294, 0.0120, 0.0584], [0.0738, -0.0006, 0.0285], [-0.0047, 0.0745, -0.0584], [-0.0161, -0.0550, 0.0539], [0.0479, -0.0673, -0.0297], [-0.0540, 0.0657, 0.0312]], "nbo_charge": [0.866, -0.860, 2.542, -1.010, -0.906, -0.982, 0.103, -0.387, 0.065, 0.253, 0.248, -1.130, 1.899, -0.515, -0.144, -0.170, -0.209, -0.155, -0.331, -0.520, -0.180, -0.226, -0.142, -0.089, -0.166, -0.209, -0.179, -0.233, 0.020, 0.262, 0.265, 0.271, 0.231, 0.235, 0.235, 0.234, 0.282, 0.227, 0.228, 0.220, 0.221, 0.227, 0.222, 0.196, -0.597, -0.082, -0.609, -0.596, 0.027, -0.208, -0.228, 0.192, -0.675, 0.974, -0.654, 0.280, -0.257, 0.218, 0.205, 0.214, 0.222, 0.213, 0.210, 0.218, 0.213, 0.207, 0.229, 0.238, 0.237]}

# 2
{"formula": "C28H29Cl2GaN4S", "method": "ωB97M-V/def2-TZVPD", "orbital_gap_ev": 7.45, "charge": 0, "elements": ["Ga", "C", "C", "C", "N", "C", "C", "C", "C", "C", "C", "C", "N", "C", "C", "C", "N", "C", "C", "C", "C", "C", "C", "C", "N", "C", "C", "H", "H", "H", "H", "H", "H", "H", "H", "H", "H", "H", "H", "H", "H", "H", "H", "H", "H", "H", "H", "H", "H", "H", "H", "H", "H", "Cl", "C", "C", "C", "C", "C", "Cl", "C", "S", "H", "H", "H"], "positions_angstrom": [[-0.1651, -0.0762, 0.5264], [0.9405, 2.0126, -2.9160], [0.0867, 0.7393, -2.8209], [0.8546, -0.5030, -2.3878], [1.1502, -0.5585, -0.9566], [2.1631, -1.2757, -0.5304], [2.9727, -2.0725, -1.3823], [4.2106, -2.6453, -1.1841], [5.0429, -2.6192, -0.0721], [4.6825, -2.1468, 1.1742], [3.4603, -1.6752, 1.6274], [2.2612, -1.3941, 0.9501], [1.1155, -1.1402, 1.5682], [0.8227, -1.6733, 2.8941], [0.1495, -0.6991, 3.8495], [-1.2342, -0.2426, 3.3861], [-1.0689, 0.5955, 2.2203], [-1.5756, 1.8003, 2.0997], [-2.6214, 2.2796, 2.9244], [-3.2465, 3.5033, 2.9977], [-2.9902, 4.6895, 2.3194], [-1.9927, 4.8729, 1.3861], [-1.0784, 3.9773, 0.8461], [-0.8936, 2.5983, 1.0339], [0.0114, 1.9015, 0.3566], [1.0254, 2.5968, -0.4239], [0.6396, 3.0498, -1.8394], [0.8031, 2.4738, -3.8964], [2.0032, 1.7513, -2.8539], [-0.3586, 0.5150, -3.7926], [-0.7566, 0.9010, -2.1497], [1.7900, -0.5337, -2.9541], [0.2859, -1.4018, -2.6586], [2.5475, -2.2494, -2.3599], [4.6009, -3.1725, -2.0489], [6.0339, -3.0399, -0.1802], [5.4509, -2.1997, 1.9387], [3.4264, -1.4607, 2.6879], [1.7199, -2.0868, 3.3531], [0.1377, -2.5201, 2.7499], [0.7777, 0.1843, 3.9933], [0.0527, -1.1971, 4.8180], [-1.7182, 0.2903, 4.2059], [-1.8579, -1.1132, 3.1472], [-3.0348, 1.5320, 3.5873], [-4.0643, 3.5424, 3.7104], [-3.6156, 5.5406, 2.5547], [-1.9089, 5.8789, 0.9870], [-0.4208, 4.4217, 0.1130], [1.8851, 1.9270, -0.4998], [1.3625, 3.4602, 0.1581], [1.2024, 3.9610, -2.0635], [-0.4197, 3.3181, -1.8696], [-0.6601, -3.3788, -0.0044], [-1.7126, -3.1003, -1.3603], [-1.8773, -4.1587, -2.2392], [-2.7310, -4.0293, -3.3193], [-3.4153, -2.8397, -3.5015], [-3.2294, -1.7939, -2.6150], [-4.1181, -0.3334, -2.9256], [-2.3650, -1.8711, -1.5081], [-2.2380, -0.4778, -0.4506], [-1.3379, -5.0779, -2.0591], [-2.8679, -4.8502, -4.0095], [-4.0943, -2.7065, -4.3317]], "forces_ev_per_a": [[0.1395, 0.2309, -0.1370], [0.0153, -0.0076, 0.0159], [-0.0316, -0.0083, 0.0421], [0.0487, 0.0038, 0.0278], [-0.0023, -0.0537, -0.0606], [-0.0220, -0.0655, 0.0454], [-0.0113, 0.0213, 0.0124], [0.0069, -0.0028, -0.0247], [-0.0187, 0.0111, 0.0150], [0.0348, -0.0009, 0.0169], [-0.0652, -0.0148, -0.0255], [0.0220, -0.0563, -0.0689], [-0.0867, 0.0866, 0.0664], [-0.0244, -0.0575, -0.0611], [0.0006, 0.0183, -0.0192], [-0.0388, -0.0377, -0.0082], [-0.0397, 0.0152, -0.0716], [0.0400, 0.0732, -0.0178], [-0.0089, -0.0255, -0.0227], [-0.0070, 0.0196, 0.0239], [0.0117, -0.0232, 0.0048], [0.0176, 0.0212, -0.0036], [-0.0099, -0.0045, -0.0097], [0.0027, -0.0464, 0.0406], [0.0177, 0.0115, -0.0333], [0.0199, -0.0116, 0.0182], [0.0107, 0.0154, 0.0118], [-0.0247, 0.0166, 0.0103], [-0.0010, -0.0065, -0.0259], [0.0531, -0.0106, -0.0264], [-0.0445, -0.0027, -0.0163], [-0.0167, 0.0081, -0.0317], [-0.0057, 0.0107, 0.0110], [0.0085, -0.0030, -0.0045], [0.0043, 0.0085, -0.0024], [0.0013, 0.0003, -0.0022], [-0.0012, -0.0091, -0.0015], [0.0100, -0.0157, 0.0012], [-0.0044, 0.0320, 0.0305], [0.0169, -0.0223, 0.0063], [0.0030, -0.0060, 0.0197], [-0.0109, -0.0127, -0.0053], [0.0088, 0.0040, 0.0000], [0.0068, 0.0043, -0.0065], [-0.0110, -0.0014, -0.0094], [-0.0025, 0.0029, -0.0046], [0.0043, 0.0026, 0.0074], [0.0019, 0.0000, 0.0039], [-0.0131, 0.0023, -0.0089], [-0.0127, -0.0129, -0.0028], [0.0227, -0.0048, -0.0066], [-0.0150, 0.0056, -0.0111], [-0.0063, -0.0152, 0.0049], [0.0334, 0.0629, 0.0319], [0.0139, -0.0372, 0.1334], [-0.0092, 0.0043, -0.0199], [0.0025, 0.0269, 0.0157], [-0.0014, -0.0200, -0.0114], [0.0176, 0.0493, -0.0527], [0.0131, -0.0144, -0.0032], [0.1027, 0.1227, -0.2440], [-0.1676, -0.2731, 0.4435], [0.0014, -0.0006, 0.0014], [0.0012, -0.0021, -0.0002], [-0.0009, -0.0053, -0.0008]], "nbo_charge": [1.642, -0.398, -0.423, -0.227, -0.661, 0.248, -0.315, -0.127, -0.300, -0.116, -0.352, 0.342, -0.746, -0.218, -0.400, -0.225, -0.670, 0.242, -0.316, -0.108, -0.299, -0.122, -0.339, 0.333, -0.731, -0.230, -0.410, 0.210, 0.192, 0.217, 0.236, 0.192, 0.205, 0.220, 0.211, 0.214, 0.209, 0.213, 0.200, 0.196, 0.210, 0.214, 0.195, 0.205, 0.211, 0.208, 0.213, 0.209, 0.212, 0.208, 0.195, 0.207, 0.209, 0.029, -0.057, -0.220, -0.214, -0.262, 0.066, 0.002, -0.248, -0.255, 0.228, 0.220, 0.228]}

# 3
{"formula": "C28H29F4I2KN8O6P", "method": "ωB97M-V/def2-TZVPD", "orbital_gap_ev": [5.36, 2.43], "charge": -1, "elements": ["K", "O", "C", "O", "C", "C", "C", "N", "C", "C", "C", "O", "O", "H", "H", "H", "I", "C", "I", "H", "H", "F", "C", "C", "F", "C", "C", "C", "F", "C", "C", "C", "N", "C", "N", "F", "C", "C", "N", "C", "N", "C", "C", "O", "H", "H", "H", "H", "H", "H", "C", "N", "C", "P", "O", "N", "C", "C", "N", "C", "C", "H", "H", "H", "H", "H", "H", "H", "H", "H", "H", "H", "H", "H", "H", "H", "H", "H", "H"], "positions_angstrom": [[-19.2759, -0.2771, -9.0475], [-25.6355, 0.1732, -9.8978], [-25.6441, 1.1018, -10.7694], [-26.4734, 2.0510, -10.9996], [-24.5158, 0.9320, -11.7703], [-24.6685, 1.4576, -13.0550], [-23.6833, 1.1851, -13.9980], [-22.5700, 0.5023, -13.6789], [-22.4191, -0.0375, -12.4399], [-23.4323, 0.1053, -11.5046], [-21.1349, -0.7975, -12.1277], [-20.3862, -1.1778, -13.0256], [-20.9555, -0.8183, -10.8619], [-25.6424, 1.9548, -13.2512], [-23.7530, 1.5049, -15.0681], [-23.1836, -0.2444, -10.4693], [-16.5778, 0.4611, -12.6238], [-17.2950, -1.5599, -12.6657], [-17.0342, -2.9337, -10.8625], [-16.5759, -2.0673, -13.3162], [-18.3190, -1.5436, -12.9587], [-18.1674, 7.2135, -12.5755], [-17.4403, 6.9529, -11.4247], [-16.6695, 8.0415, -10.9104], [-16.3168, 9.0590, -11.7234], [-16.2882, 8.0519, -9.5595], [-16.2843, 6.7667, -8.9207], [-16.8034, 5.6138, -9.4696], [-16.8436, 4.4555, -8.7590], [-17.4478, 5.6696, -10.7404], [-18.0041, 4.4926, -11.3290], [-18.1539, 3.2405, -10.7911], [-18.2526, 2.1492, -10.3503], [-18.6439, 4.5940, -12.5822], [-19.2929, 4.6193, -13.5753], [-15.7588, 6.5967, -7.6891], [-16.0217, 9.2528, -8.8452], [-16.1631, 10.5184, -9.4101], [-16.3303, 11.6198, -9.7712], [-15.5647, 9.3555, -7.5245], [-15.1144, 9.6491, -6.4921], [-17.0699, 1.6421, -5.9876], [-18.1695, 0.6265, -5.7330], [-19.4469, 1.0393, -6.2720], [-16.1223, 1.2461, -5.5544], [-17.2868, 2.6268, -5.5022], [-16.9291, 1.8712, -7.0487], [-18.2861, 0.3717, -4.6800], [-17.8550, -0.3544, -6.2545], [-20.0379, 0.2394, -6.2737], [-21.5313, -1.0875, -3.8512], [-22.6356, -1.4618, -4.8013], [-23.7505, -2.1822, -4.1825], [-22.1707, -1.7632, -6.3877], [-20.9685, -0.9677, -6.8009], [-23.4827, -1.5467, -7.3985], [-24.2022, -0.2646, -7.1708], [-23.6174, -2.2503, -8.6691], [-21.7468, -3.3396, -6.4752], [-22.8126, -4.3949, -6.3849], [-20.4797, -3.8422, -7.0073], [-20.8665, -0.4373, -4.3933], [-21.0142, -1.9208, -3.4188], [-21.9505, -0.5232, -3.0062], [-23.4818, -3.1926, -3.8060], [-24.5787, -2.2681, -4.9281], [-24.1159, -1.6699, -3.2626], [-25.2383, -0.3923, -7.5115], [-23.6921, 0.5289, -7.6854], [-24.2059, -0.0239, -6.0881], [-23.1566, -3.2467, -8.5257], [-23.1071, -1.7502, -9.4795], [-24.7224, -2.3132, -8.8527], [-23.7800, -3.9304, -6.1491], [-22.5092, -5.1351, -5.6422], [-22.8657, -4.9149, -7.3079], [-19.7613, -3.0600, -7.1464], [-20.6868, -4.2520, -7.9669], [-20.1574, -4.6340, -6.3529]], "forces_ev_per_a": [[-0.1154, 0.2992, -0.1002], [-2.1653, 2.2736, -0.1309], [2.5064, -0.9641, -2.2525], [0.2837, -1.8870, 2.1220], [-0.5570, 0.0196, -0.4375], [-1.0756, -0.0207, 0.0689], [0.5634, -0.1105, -0.1427], [-0.2216, -0.3555, 0.3210], [-1.0591, 0.5528, -2.2335], [0.9510, 0.5419, 2.0785], [0.4392, 0.8323, 1.1551], [-0.2840, -0.1979, 0.0887], [0.2563, -0.6151, -0.3642], [1.0270, -0.1285, -0.2608], [-0.0064, -0.1507, 1.1458], [-0.5974, 0.3419, -1.2684], [-0.1446, -0.7988, 0.2125], [2.0361, -0.4876, 0.4899], [-0.3524, 1.2195, -0.8675], [-0.6701, 0.1294, 0.0058], [-0.9005, -0.2116, 0.0396], [1.4108, -0.8111, 1.4428], [0.8628, 1.6080, 0.4174], [-1.4298, -1.9934, -1.5368], [-0.8189, -0.3307, 0.6079], [0.5623, 0.0658, 1.2233], [-0.2124, -1.3977, 0.2505], [-0.2480, 1.1515, -0.1185], [0.3036, 1.0103, -0.5824], [-0.3617, -0.2880, -0.7507], [-0.0198, 2.2602, -0.7715], [0.0890, -4.0092, 2.4366], [-0.0504, 2.6314, -0.8421], [-2.6624, 0.0493, -3.6323], [2.1989, -0.1224, 2.9379], [-0.1196, 0.7162, -0.1963], [0.2225, -1.3106, -0.6592], [-0.6953, 2.8734, -1.1615], [0.3682, -1.8522, 0.4825], [0.9941, 0.3175, 1.7275], [-0.5996, -0.5443, -0.8817], [0.0899, 0.7093, 0.7825], [-0.3930, -1.1904, -1.5407], [0.9374, -0.3897, 0.3802], [-0.5582, 0.3331, -0.3828], [0.0919, -0.8228, -0.2271], [-0.0497, -0.2950, 0.0950], [0.1656, 0.1697, 0.2313], [-0.3495, 1.0826, 0.6819], [0.3164, 0.6917, -0.1307], [-1.5447, 0.5488, -0.6375], [0.3457, 0.4015, 0.5878], [-0.3804, -0.1204, 0.0417], [0.3775, 0.0711, -0.8915], [-0.3364, -0.1705, 0.5166], [0.2548, 0.4882, 2.3345], [-0.2085, -1.0440, 0.3285], [-0.6958, -0.3459, 0.8004], [-0.9770, -1.3598, -0.0578], [1.1566, 1.2630, 0.8762], [-1.2633, 0.2509, 0.3250], [0.4105, 0.1305, 0.0361], [0.3725, -0.7896, -0.0521], [-0.1155, -0.0354, -0.3352], [0.0491, 0.2728, -0.4735], [0.5402, 0.0499, 0.7408], [0.2033, 0.1206, -0.8206], [0.3467, 0.2754, -0.0043], [-0.0577, 0.5721, -0.4114], [0.0217, -0.2196, -0.6524], [-0.5028, 0.4990, -0.4170], [0.0948, 0.0229, -0.2164], [1.0201, -0.2172, -0.2167], [0.3950, -0.3728, -0.0589], [-0.2358, 0.0864, 0.2569], [-0.2467, -0.4828, -1.0773], [0.3640, 0.3605, 0.3420], [0.0623, -0.6062, -1.0670], [0.5909, -0.2441, 0.2506]], "lowdin_charge": [0.641, 0.132, -0.483, 0.175, -0.128, -0.014, -0.117, 0.141, -0.149, 0.043, -0.624, 0.002, -0.207, 0.122, 0.118, 0.107, 0.762, -0.999, 0.561, -0.068, -0.090, 0.059, -0.070, -0.137, 0.100, -0.061, -0.133, -0.136, 0.092, -0.042, -0.196, -0.238, 0.088, -0.212, 0.154, 0.092, -0.190, -0.225, 0.154, -0.221, 0.151, -0.089, -0.332, -0.160, 0.082, 0.089, 0.066, 0.098, 0.120, -0.016, -0.064, -0.292, -0.134, 0.554, -0.334, -0.288, -0.085, -0.064, -0.290, -0.093, -0.070, 0.052, 0.073, 0.087, 0.080, 0.082, 0.087, 0.074, 0.077, 0.078, 0.070, 0.049, 0.106, 0.070, 0.083, 0.059, 0.066, 0.075, 0.081]}

Relative energy (zero: lowest compared OMol25 entry of this formula, charge and spin) (computed, kcal/mol): 36.3; 8.3; 23.7